# 1
Molecular formula: C5H8N2
Method: DFT, ωB97M-V with the def2-TZVPD basis set

The geometry in ORCA input format:
```
! wB97M-V def2-TZVPD RIJCOSX def2/J DEFGRID3
* xyz 0 1
N -2.5406 -0.6419 -1.9414
N -0.1414 -0.5410 -1.1756
C 0.5752 1.4223 0.1536
C -1.4008 -0.1960 0.7047
C 0.9442 -0.9304 1.0068
C 0.0314 -0.0043 0.2040
C -1.4365 -0.6299 -1.5724
H 0.3776 -1.3941 -1.3639
H 1.0407 -0.5502 2.0297
H 0.5063 -1.9315 1.0593
H 0.5582 1.8613 1.1590
H -0.0334 2.0460 -0.5083
H -1.9333 0.7745 0.5927
H 1.9490 -0.9793 0.5711
H 1.6099 1.4486 -0.2065
*
```

Properties
Gap between HOMO and LUMO (spin up / spin down): 8.24 / 8.25 eV
Energy: -304.6522 Ha
Largest force on an atom: 1.131 eV Å⁻¹
Relative energy (zero: lowest compared OMol25 entry of this formula, charge and spin): 481.2 kJ/mol
HOMO energy (spin up / spin down): -0.3365 / -0.3360 hartree

---

# 2
Molecular formula: C6H10NO
Method: DFT, ωB97M-V with the def2-TZVPD basis set

The geometry in ORCA input format:
```
! wB97M-V def2-TZVPD RIJCOSX def2/J DEFGRID3
* xyz 1 1
O 1.4307 -1.8771 -0.4430
N -0.9693 -0.8455 -0.4678
C 2.7686 -0.3251 0.9286
C -0.0264 2.6867 -0.8876
C 2.1091 -1.1673 0.2369
C -0.2046 1.5116 -0.3759
C -0.2548 0.3009 0.1145
C -2.2626 -1.0961 0.2124
H -2.8095 -1.9978 -0.2209
H 3.4276 0.4075 0.4604
H -2.0105 -1.2715 1.3209
H 0.7484 2.9022 -1.6330
H -0.3175 -1.7059 -0.1647
H -3.0163 -0.2268 0.0897
H -1.0948 -0.5323 -1.4107
H -0.6545 3.5464 -0.8756
H 3.1055 -0.4433 1.8962
H 0.0309 0.1335 1.2197
*
```

Properties
Gap between HOMO and LUMO: 10.08 eV
Energy: -364.2176 Ha
Largest force on an atom: 3.276 eV Å⁻¹
Relative energy (zero: lowest compared OMol25 entry of this formula, charge and spin): 340.5 kJ/mol
HOMO energy: -0.4930 hartree

---

# 3
Molecular formula: C35H48O2SeTc
Method: DFT, ωB97M-V with the def2-TZVPD basis set

The geometry in ORCA input format:
```
! wB97M-V def2-TZVPD RIJCOSX def2/J DEFGRID3
* xyz 2 4
Tc 0.0882 -0.2106 -3.0753
Se -0.8736 1.4742 -1.5408
O -0.7883 -1.4656 -1.7994
O 1.6295 -0.0457 -1.8452
C -1.4935 -1.1867 -0.7552
C -0.9489 -4.1371 -1.2859
C 5.3855 0.6639 -0.4541
C 1.4375 -0.1665 -4.9817
C -2.0366 -2.2238 0.0809
C -1.4279 2.3631 -5.0036
C -3.2292 -4.3615 -0.3336
C -2.5437 0.5568 0.6052
C -0.6569 -1.3802 -4.9595
C -1.8448 -3.7288 -0.1122
C -3.9840 -0.1155 2.6231
C -3.3332 -0.6874 3.8941
C -2.8150 -1.7869 1.1351
C 0.8945 4.3255 2.7608
C -0.6764 1.0689 -4.9756
C 1.7610 0.7220 -0.8081
C 0.7441 -1.3853 -5.0322
C -5.3610 -0.7681 2.4105
C 2.3031 2.5687 3.8275
C 4.3578 -1.0455 1.0783
C 2.9437 0.6891 0.0008
C 2.9670 1.5887 1.0514
C 0.7341 1.0559 -4.9483
C -3.1001 -0.4454 1.4326
C -1.3655 -0.1614 -4.9249
C 2.1095 3.4215 2.5623
C 1.9441 2.4932 1.3696
C 3.3517 4.2999 2.3383
C 0.7111 1.6230 -0.4787
C -1.2144 -4.2984 1.1712
C 0.7847 2.4967 0.5659
C 4.0451 -1.2117 -1.3723
C -4.1742 1.3894 2.8012
C 4.1540 -0.2234 -0.2069
C -1.7578 0.1800 -0.4410
H -0.0163 3.7543 2.9566
H -3.1151 -5.4388 -0.4565
H 3.4937 -1.6814 1.2798
H 3.8476 1.6016 1.6779
H -0.8816 -5.2254 -1.2820
H -1.8313 -4.1325 2.0536
H 2.4177 3.2268 4.6894
H 1.0643 4.9650 3.6265
H 5.2628 1.2688 -1.3543
H 3.4760 4.9691 3.1901
H -2.3463 -0.2543 4.0666
H -3.7056 -3.9675 -1.2330
H -3.9604 -0.4507 4.7541
H -2.7371 1.6009 0.8069
H -3.2516 -2.5366 1.7794
H -3.2291 1.9056 2.9863
H -2.4462 -0.1691 -4.8861
H -2.3996 2.2757 -4.5207
H -4.8116 1.5672 3.6667
H 2.5187 -0.1598 -4.9539
H -1.2002 -2.3142 -4.9150
H 5.5896 1.3353 0.3797
H 6.2628 0.0309 -0.5899
H -5.2965 -1.8539 2.3390
H -1.5991 2.6364 -6.0475
H 0.0623 -3.7407 -1.1977
H 1.2789 1.9898 -4.9274
H 1.2858 -2.3213 -5.0453
H -1.3604 -3.8341 -2.2482
H -5.8466 -0.3934 1.5082
H 4.9571 -1.8093 -1.3806
H -6.0025 -0.5330 3.2603
H 4.5331 -0.4221 1.9543
H -0.0290 3.1748 0.7812
H -1.0885 -5.3755 1.0583
H 1.4420 1.9227 4.0085
H 3.1937 1.9426 3.7726
H -4.6638 1.8509 1.9412
H -3.2279 -1.7715 3.8540
H 4.2632 3.7086 2.2499
H 0.7201 4.9815 1.9054
H 5.2292 -1.6893 0.9556
H -3.9030 -4.1959 0.5069
H -0.8619 3.1687 -4.5389
H 3.9689 -0.7101 -2.3367
H -0.2314 -3.8610 1.3550
H 3.2013 -1.8929 -1.2655
H 3.2523 4.9120 1.4407
*
```

Properties
Gap between HOMO and LUMO (spin up / spin down): 8.02 / 5.21 eV
Energy: -3994.6466 Ha
Largest force on an atom: 2.225 eV Å⁻¹
HOMO energy (spin up / spin down): -0.5115 / -0.5005 hartree

---

# 4
Molecular formula: C19H25ClIrN3O7STe
Method: DFT, ωB97M-V with the def2-TZVPD basis set

The geometry in ORCA input format:
```
! wB97M-V def2-TZVPD RIJCOSX def2/J DEFGRID3
* xyz 1 2
Ir -0.6960 0.4818 -0.2751
Te 0.3580 -2.6548 -0.6088
Cl -2.8608 4.9018 -3.1833
S 0.4775 -0.0985 -2.5176
O -0.9013 -0.5933 -2.0761
O 0.6696 -0.0865 -3.9223
O -1.1045 -0.6245 1.5783
O 0.4709 1.2776 -1.8523
O -0.0270 1.8214 1.1612
O 1.4577 -1.0073 -1.7579
O 1.5314 -0.2546 1.0658
N 1.6068 3.3217 0.7046
N -2.3689 1.8523 -0.7302
N -0.7408 -1.3986 3.6417
C -2.1953 2.7713 -1.6881
C 3.0197 3.5971 0.4046
C -3.5013 1.8581 -0.0203
C 2.3421 -5.6908 -2.9325
C -0.3021 -0.8862 2.4904
C 1.9347 -4.8469 -1.9088
C 1.7464 -5.5967 -4.1836
C 0.3195 -3.8239 -3.4013
C 0.6691 4.4467 0.6269
C 0.1214 -1.8121 4.7468
C -2.1638 -1.6758 3.8315
C -3.1536 3.7321 -1.9451
C 2.2042 0.9636 0.8847
C 0.9193 -3.9185 -2.1463
C 1.2026 -0.6353 2.3735
C 0.7473 -4.6598 -4.4200
C -4.5002 2.7866 -0.2354
C 1.1883 2.0972 0.9071
C -4.3271 3.7471 -1.2169
H -0.4670 -3.1028 -3.5874
H -1.2766 2.7275 -2.2565
H 2.6940 0.9114 -0.0864
H 3.1659 4.6724 0.4153
H 3.1326 -6.4091 -2.7571
H 0.9409 5.2007 1.3639
H -0.1618 -1.2743 5.6510
H -2.7428 -1.1649 3.0721
H -5.0864 4.4906 -1.4206
H 1.4903 0.1179 3.1112
H -2.4601 -1.3256 4.8198
H -0.3361 4.0925 0.8221
H 2.0560 -6.2638 -4.9786
H -2.3511 -2.7487 3.7647
H -3.5950 1.0911 0.7377
H 2.9642 1.1214 1.6546
H 1.1666 -1.6149 4.5453
H 0.2966 -4.5792 -5.4007
H 3.6777 3.1596 1.1530
H 3.2859 3.2173 -0.5823
H -5.4043 2.7540 0.3568
H 0.7196 4.8820 -0.3711
H -0.0001 -2.8800 4.9279
H 1.7390 -1.5603 2.5877
H 2.4082 -4.9070 -0.9379
*
```

Properties
Gap between HOMO and LUMO (spin up / spin down): 6.11 / 6.79 eV
Energy: -2660.4037 Ha
Largest force on an atom: 1.537 eV Å⁻¹
Relative energy (zero: lowest compared OMol25 entry of this formula, charge and spin): 252.3 kJ/mol
HOMO energy (spin up / spin down): -0.3644 / -0.3907 hartree